Entry 1:
This record from the Open Molecules 2025 dataset describes a molecular structure, C22H29F3N2NiPS2. The level of theory is ωB97M-V with the def2-TZVPD basis set.

Geometry as XYZ:
```
60
Properties=species:S:1:pos:R:3:lowdin_charge:R:1
Ni -0.1451 -0.5148 -0.1239 0.331
F -4.4240 2.2418 0.1242 0.146
C -4.6045 1.3775 1.1316 -0.606
F -5.9307 1.2199 1.2955 0.138
F -4.1213 1.9338 2.2510 0.146
C -3.9549 0.0460 0.8456 -0.104
C -4.7380 -1.0872 0.7649 0.029
C -4.1624 -2.3227 0.4793 -0.037
C -2.8104 -2.3716 0.2820 -0.124
N -2.0260 -1.2849 0.3638 -0.058
C -2.5654 -0.0678 0.6437 -0.628
S -1.3882 1.2153 0.6795 0.727
H -5.8058 -1.0033 0.9241 0.133
H -4.7580 -3.2232 0.4175 0.116
H -2.3127 -3.3088 0.0644 0.121
S 2.0838 1.4727 -3.6085 1.131
C 1.4648 1.2919 -2.0292 -0.437
N 0.6301 0.3178 -1.8480 -0.047
C 0.4224 -0.3880 -3.0449 -0.305
C -0.4322 -1.4790 -3.2188 -0.025
C -0.5116 -2.0598 -4.4651 -0.053
C 0.2419 -1.5669 -5.5420 -0.057
C 1.0773 -0.4813 -5.3883 -0.063
C 1.1553 0.1045 -4.1239 -0.451
H 1.7455 1.9835 -1.2421 0.092
H -1.0395 -1.8423 -2.3988 0.098
H -1.1744 -2.9014 -4.6244 0.115
H 0.1583 -2.0408 -6.5132 0.117
H 1.6482 -0.0900 -6.2225 0.120
C 2.5569 -2.0818 3.6979 -0.090
C 1.5115 -2.1397 2.5767 -0.509
C 0.0914 -2.2066 3.1530 -0.103
P 1.6458 -0.8260 1.2938 1.038
C 2.9929 -1.3892 0.1435 -0.519
C 4.2633 -1.9767 0.7656 -0.103
C 2.4318 -2.4264 -0.8481 -0.111
C 2.0952 0.8022 2.0259 -0.528
C 1.2108 1.1172 3.2408 -0.113
C 3.5747 1.0406 2.3283 -0.095
H 2.5345 -3.0186 4.2576 0.092
H 2.3319 -1.2803 4.4021 0.069
H 3.5703 -1.9410 3.3335 0.055
H 1.6787 -3.0490 1.9902 0.105
H -0.1167 -1.3453 3.7921 0.076
H -0.0180 -3.1070 3.7625 0.089
H -0.6656 -2.2342 2.3693 0.043
H 3.2585 -0.4844 -0.4091 0.096
H 4.0431 -2.8988 1.3062 0.079
H 4.7686 -1.2934 1.4424 0.061
H 4.9654 -2.2322 -0.0312 0.091
H 2.4069 -3.4175 -0.3882 0.085
H 3.0633 -2.4913 -1.7371 0.095
H 1.4209 -2.2164 -1.1983 0.025
H 1.8025 1.4885 1.2241 0.080
H 1.5463 0.5712 4.1227 0.068
H 0.1612 0.8888 3.0618 0.033
H 1.2778 2.1836 3.4709 0.093
H 3.9371 0.3902 3.1258 0.075
H 3.7028 2.0737 2.6634 0.090
H 4.2063 0.9040 1.4505 0.069
```

2S+1 ... 3
DFT total energy ... -3910.737476 a.u.
Charge ... +1
E_LUMO (alpha / beta) ... -2.755 / -3.777 eV
ΔE to the lowest compared entry with this formula, charge and spin ... 0.00 kcal per mole
Gap between HOMO and LUMO (alpha / beta) ... 8.31 / 7.24 eV

---

Entry 2:
This record from the Open Molecules 2025 dataset describes 6 unconnected molecules or ions with the total composition C12H18N6 in a non-equilibrium geometry. The level of theory is ωB97M-V with the def2-TZVPD basis set.

Geometry as XYZ:
```
36
Properties=species:S:1:pos:R:3:lowdin_charge:R:1
C -0.5653 -7.3186 -18.0684 -0.113
C -1.2165 -6.5068 -19.0756 -0.302
N -1.7584 -5.8708 -19.8838 0.142
H -0.8070 -6.9651 -17.0660 0.078
H 0.4973 -7.1100 -18.1924 0.058
H -0.6896 -8.3929 -18.2045 0.077
C -2.0068 1.7427 -24.3687 -0.096
C -0.8032 1.4518 -25.1503 -0.268
N 0.1287 1.1218 -25.8147 0.103
H -2.3248 0.9161 -23.7332 0.060
H -2.8846 2.0165 -24.9541 0.074
H -1.8321 2.6485 -23.7882 0.064
C -2.1698 -7.1859 -23.1176 -0.138
C -1.7565 -8.3273 -22.3207 -0.362
N -1.3628 -9.2106 -21.7027 0.108
H -2.4340 -6.2460 -22.6330 0.051
H -2.9340 -7.5434 -23.8078 0.072
H -1.1849 -7.0083 -23.5495 0.056
C 2.6918 -3.7281 -19.8534 -0.254
C 1.6868 -3.5452 -18.8164 -0.360
N 0.8531 -3.4610 -18.0525 0.113
H 2.3081 -4.5133 -20.5048 0.011
H 3.7062 -4.0730 -19.6531 0.047
H 2.8842 -2.7973 -20.3871 0.049
C -0.6671 -3.3804 -22.1522 -0.140
C -1.3580 -2.1395 -21.8768 -0.324
N -1.9059 -1.1731 -21.6933 0.136
H -0.4775 -3.8313 -21.1781 0.044
H 0.2207 -3.1560 -22.7434 0.044
H -1.2368 -4.0448 -22.8018 0.050
C -2.9345 1.9216 -20.4155 -0.079
C -1.6702 2.5934 -20.7153 -0.313
N -0.6906 3.1629 -20.9388 0.117
H -3.7548 2.6292 -20.5354 0.078
H -2.7999 1.8039 -19.3402 0.081
H -2.9629 0.9706 -20.9474 0.037
```

2S+1 ... 2
DFT total energy ... -796.478228 a.u.
Charge ... -1
E_LUMO (alpha / beta) ... 2.650 / 2.590 eV
ΔE to the lowest compared entry with this formula, charge and spin ... 11.31 kcal per mole
Gap between HOMO and LUMO (alpha / beta) ... 2.07 / 11.46 eV

---

Entry 3:
This record from the Open Molecules 2025 dataset describes 4 unconnected molecules or ions with the total composition C4H16O3S in a non-equilibrium geometry. The level of theory is ωB97M-V with the def2-TZVPD basis set.

Geometry as XYZ:
```
24
Properties=species:S:1:pos:R:3:lowdin_charge:R:1
C -0.7888 2.6589 -1.0968 -0.089
C -1.5176 1.5179 -0.4053 -0.268
C -0.5718 0.7379 0.5510 -0.317
S -1.3537 0.4109 2.2615 1.166
C -1.4678 -1.3283 2.2405 -0.353
H -0.1911 2.3384 -1.9461 0.090
H -1.5253 3.3526 -1.5066 0.089
H -0.1950 3.2830 -0.4287 0.083
H -1.7316 0.7854 -1.1733 0.111
H -2.3866 1.8052 0.1865 0.102
H 0.3660 1.2389 0.7740 0.095
H -0.5375 -0.3057 0.2620 0.061
H -0.5512 -1.7500 2.6883 0.094
H -2.2862 -1.6947 2.8664 0.072
H -1.5689 -1.8081 1.2757 0.068
H 4.1205 -0.6421 -0.5027 0.068
H 5.1301 -1.6191 0.2840 0.053
O 5.0457 -0.9387 -0.3779 -0.046
H -5.3702 -1.2310 -1.4605 0.034
H -4.1503 -0.5272 -0.9663 -0.005
O -4.8120 -0.4850 -1.6467 -0.032
H 6.3709 -1.6313 -3.3222 0.046
H 5.5099 -1.5698 -2.0317 -0.027
O 5.6306 -2.0729 -2.8585 -0.095
```

2S+1 ... 2
DFT total energy ... -785.551517 a.u.
Charge ... +1
E_LUMO (alpha / beta) ... -3.700 / -8.497 eV
ΔE to the lowest compared entry with this formula, charge and spin ... 9.84 kcal per mole
Gap between HOMO and LUMO (alpha / beta) ... 8.85 / 4.05 eV

---

Entry 4:
This record from the Open Molecules 2025 dataset describes a single C16H21N5O3S molecule. The level of theory is ωB97M-V with the def2-TZVPD basis set.

Geometry as XYZ:
```
46
Properties=species:S:1:pos:R:3:lowdin_charge:R:1
C -0.0939 -4.1212 -1.2071 -0.087
C -0.6173 -3.0671 -0.2298 -0.170
C 0.1869 -1.8158 -0.3467 -0.320
N -0.4094 -0.7851 -0.9223 0.136
C 0.2675 0.3421 -1.0624 -0.473
S -0.5167 1.6912 -1.8011 1.072
C -2.1442 0.9409 -2.1716 -0.321
C -2.8112 0.1158 -1.0800 -0.555
O -3.2508 -0.9913 -1.3286 0.033
N -2.9634 0.6919 0.1257 -0.052
C -2.7188 2.0776 0.4848 -0.170
C -3.2134 2.1893 1.9284 -0.162
C -4.2854 1.1054 2.0172 -0.163
C -3.6786 -0.0120 1.1786 -0.138
C 1.5933 0.4479 -0.6107 -0.054
C 2.3468 1.6722 -0.7334 -0.395
O 1.8914 2.6928 -1.2148 0.020
N 3.6413 1.5878 -0.2460 0.033
C 4.4921 2.7625 -0.3287 0.003
C 4.2159 0.4634 0.3189 -0.437
O 5.3570 0.4702 0.7171 0.103
N 3.4242 -0.6683 0.4185 0.019
C 4.0237 -1.8501 1.0072 -0.004
C 2.1378 -0.7042 -0.0295 -0.194
N 1.4345 -1.8262 0.1067 0.199
H -0.6662 -5.0390 -1.1031 0.070
H 0.9539 -4.3321 -1.0073 0.067
H -0.1924 -3.7656 -2.2296 0.078
H -1.6546 -2.8222 -0.4587 0.101
H -0.5358 -3.4480 0.7894 0.116
H -2.0209 0.2921 -3.0377 0.088
H -2.7767 1.7888 -2.4393 0.084
H -1.6616 2.3373 0.3996 0.081
H -3.2875 2.7426 -0.1764 0.126
H -3.5933 3.1836 2.1532 0.110
H -2.4009 1.9634 2.6199 0.113
H -4.4891 0.7952 3.0394 0.110
H -5.2135 1.4545 1.5634 0.115
H -4.4126 -0.6843 0.7321 0.122
H -2.9718 -0.6102 1.7658 0.128
H 3.9166 3.5492 -0.8110 0.089
H 5.3848 2.5307 -0.9086 0.101
H 4.7958 3.0704 0.6715 0.101
H 4.6336 -2.3701 0.2674 0.103
H 4.6611 -1.5452 1.8352 0.094
H 3.2216 -2.5007 1.3445 0.081
```

2S+1 ... 1
DFT total energy ... -1520.089035 a.u.
Charge ... 0
E_LUMO ... 0.162 eV
ΔE to the lowest compared entry with this formula, charge and spin ... 0.00 kcal per mole
Gap between HOMO and LUMO ... 9.11 eV